[1]
This record from OMol25 describes an isolated molecule of C9H13N3O. The level of theory is wB97M-V/def2-TZVPD.

Each line ends with the Mulliken charge.
Atoms and positions in Å:
C 2.167 2.249 -0.344  -0.907
N 2.091 0.851 0.011  0.183
C 3.167 -0.076 -0.214  -0.349
C 3.094 -1.346 0.605  -0.625
O 2.126 -2.256 0.159  -0.524
N 0.872 0.281 0.015  0.351
N -0.074 1.089 -0.084  -0.900
C -1.352 0.465 -0.036  0.288
C -2.434 1.155 0.462  -0.355
C -3.714 0.592 0.494  -0.352
C -3.934 -0.721 0.016  -0.594
C -2.822 -1.351 -0.549  -0.502
C -1.540 -0.817 -0.539  -0.127
H 3.230 2.481 -0.333  0.385
H 1.745 2.911 0.413  0.274
H 1.783 2.475 -1.346  0.306
H 4.109 0.437 -0.002  0.373
H 3.242 -0.422 -1.264  0.217
H 4.060 -1.855 0.567  0.386
H 2.932 -1.070 1.651  0.332
H 1.300 -1.751 0.250  0.395
H -2.352 2.182 0.843  0.347
H -4.494 1.156 1.005  0.322
H -4.914 -1.160 -0.087  0.380
H -2.890 -2.392 -0.867  0.313
H -0.771 -1.384 -1.063  0.383

Calculated values
**F_max**: 1.89 eV/A
**HOMO energy**: -8.500 eV
**SMILES string**: CN(CCO)/N=N/c1ccccc1

[2]
This record from OMol25 describes a structure of composition C36H33AsBN3O3PTc. The level of theory is wB97M-V/def2-TZVPD.

Each line ends with the Mulliken charge.
Atoms and positions in Å:
Tc -0.907 0.644 -2.840  0.117
N -1.217 -3.729 -6.073  -0.417
C -1.641 -3.122 -4.957  0.464
C -1.110 -1.863 -4.591  -0.495
N -1.520 -1.269 -3.434  -0.060
C -2.429 -1.954 -2.668  -0.290
C -2.878 -3.214 -3.053  -0.438
N -2.515 -3.811 -4.184  -0.538
H -0.931 -3.177 -6.867  0.259
H -1.695 -4.589 -6.308  0.279
H -0.364 -1.365 -5.191  0.358
H -2.792 -1.473 -1.770  0.517
H -3.592 -3.733 -2.427  0.396
O -1.608 1.829 -3.705  -0.726
C -1.921 0.657 0.650  -0.909
C -1.707 1.264 2.036  -0.939
As -3.021 0.473 3.297  0.307
C -2.173 1.027 4.961  0.189
C -2.512 0.322 6.117  -0.413
C -1.964 0.670 7.342  -0.622
C -1.075 1.736 7.429  -0.419
C -0.742 2.449 6.288  -0.720
C -1.288 2.096 5.058  0.059
C -2.243 -1.317 3.170  -0.108
C -3.036 -2.357 2.694  -0.289
C -2.506 -3.635 2.533  -0.613
C -1.177 -3.877 2.850  -0.493
C -0.379 -2.844 3.331  -0.721
C -0.909 -1.573 3.491  0.065
P -0.512 0.913 -0.469  0.686
C 0.867 0.030 0.280  1.114
C 0.962 -1.336 0.007  -0.525
C 1.951 -2.101 0.607  -0.945
C 2.853 -1.502 1.477  -0.631
C 2.763 -0.144 1.753  -0.824
C 1.772 0.625 1.159  -0.082
C -0.122 2.676 -0.574  0.601
C 1.154 3.087 -0.969  -0.403
C 1.416 4.433 -1.170  -0.855
C 0.409 5.373 -0.994  -0.525
C -0.867 4.969 -0.625  -0.824
C -1.137 3.625 -0.419  -0.594
H -2.851 0.987 0.177  0.633
H -1.975 -0.437 0.728  0.457
H -1.801 2.350 2.020  0.716
H -0.712 1.009 2.408  0.291
H -3.204 -0.511 6.061  0.358
H -2.232 0.111 8.229  0.386
H -0.649 2.010 8.385  0.383
H -0.056 3.284 6.350  0.387
H -1.014 2.669 4.181  0.308
H -4.078 -2.173 2.455  0.393
H -3.135 -4.439 2.174  0.462
H -0.766 -4.872 2.738  0.434
H 0.655 -3.033 3.592  0.451
H -0.286 -0.778 3.888  0.401
H 0.267 -1.806 -0.682  0.377
H 2.019 -3.159 0.391  0.546
H 3.631 -2.094 1.940  0.463
H 3.464 0.321 2.433  0.470
H 1.697 1.681 1.385  0.553
H 1.937 2.354 -1.129  0.468
H 2.407 4.745 -1.474  0.447
H 0.616 6.423 -1.154  0.426
H -1.654 5.701 -0.502  0.447
H -2.139 3.317 -0.149  0.374
O 1.723 1.316 -4.431  -0.339
B 1.060 0.445 -3.577  0.501
O 1.875 -0.620 -3.191  0.014
C 3.089 -0.378 -3.812  0.663
C 4.244 -1.121 -3.748  -0.937
C 5.325 -0.637 -4.492  -0.581
C 5.229 0.526 -5.245  -0.524
C 4.048 1.272 -5.299  -1.014
C 2.993 0.786 -4.563  0.831
H 4.306 -2.025 -3.159  0.486
H 6.259 -1.182 -4.479  0.398
H 6.090 0.864 -5.805  0.398
H 3.961 2.178 -5.882  0.483

Calculated values
**Net charge**: +1
**F_max**: 1.90 eV/A
**HOMO energy (spin up / spin down)**: -10.681 / -10.684 eV
**2S+1**: 2

In the order shown, the computed energy above the lowest of the compared OMol25 structures with the same formula, charge and spin values come out to 58.97, 0.00 kcal per mole.